Formula: CH7N2
Source: the Open Molecules 2025 dataset
Level of theory: wB97M-V/def2-TZVPD

Charge: +1
Total energy: -151.53869 hartree
M: 47.1 g mol⁻¹
Frontier orbital gap: 11.57 eV

```
10
Properties=species:S:1:pos:R:3:forces:R:3:mulliken_charge:R:1
N -0.705427 -1.275555 0.985424 -0.98 0.68 -0.39 -0.4489
H -0.285988 -1.425039 1.900843 0.39 -0.10 -0.23 0.3782
H -1.703644 -1.101402 1.132990 0.02 -0.27 -0.02 0.4054
H -0.366737 -0.410266 0.465902 0.57 0.77 0.52 0.3066
H -0.595088 -2.031633 0.325941 0.08 -0.76 0.21 0.3986
C 0.957439 1.074121 -1.213009 0.26 -0.98 0.16 -0.1509
N 0.242796 1.128652 -0.161490 -0.81 0.14 -1.30 -0.5406
H 1.174458 0.081264 -1.613354 0.43 0.07 0.19 0.1606
H 1.421727 1.888459 -1.764492 -0.53 0.37 0.06 0.2739
H -0.139533 2.071396 -0.058758 0.57 0.07 0.79 0.2170
```
Positions in Å, forces in eV/Å.



Formula: C5H12N2O
Source: the Open Molecules 2025 dataset
Level of theory: wB97M-V/def2-TZVPD

Total energy: -382.36381 hartree
M: 116.2 g mol⁻¹
Frontier orbital gap: 8.01 eV

```
20
Properties=species:S:1:pos:R:3:forces:R:3:mulliken_charge:R:1
C -0.336815 -0.024762 -0.645504 3.34 1.24 -4.90 0.1976
C 0.639467 -0.162270 0.385053 -2.44 -1.08 4.25 -0.3475
C -1.053531 -1.252903 -1.143738 -0.22 -0.06 0.34 -1.2249
C 0.986282 0.344071 -2.066181 -2.67 -0.05 1.13 -1.1827
C -0.988752 -0.275204 1.754802 1.33 -0.58 0.71 0.3003
N -1.019485 0.864810 2.502330 0.25 0.17 -0.24 -0.3555
N 1.471289 0.848882 0.857591 0.12 0.60 -0.17 -0.4316
O -1.763893 -1.190842 1.970260 0.65 0.44 -0.79 -0.6046
H -0.936140 0.881246 -0.640142 0.08 0.01 0.11 0.2647
H 1.075462 -1.153050 0.487956 -0.23 -0.04 -0.07 0.3816
H -0.267367 1.528639 2.412692 0.05 -0.13 -0.06 0.2105
H -1.568464 0.888931 3.355308 0.02 -0.10 -0.35 0.2443
H 2.295444 0.541857 1.357646 -0.26 -0.04 -0.19 0.2079
H 1.679599 1.623482 0.240197 -0.20 -0.19 -0.01 0.2363
H -0.429586 -2.144126 -1.044384 -0.01 0.08 0.00 0.2729
H -1.323922 -1.146037 -2.196595 0.00 0.07 0.13 0.3851
H -1.963815 -1.415733 -0.560462 0.09 -0.08 -0.06 0.3556
H 1.568132 1.247101 -1.885222 -0.01 -0.13 0.16 0.3996
H 0.320763 0.525146 -2.909591 0.23 -0.10 -0.18 0.3725
H 1.615331 -0.529238 -2.232016 -0.12 -0.02 0.21 0.3182
```
Positions in Å, forces in eV/Å.



Formula: BrCdIN4O12
Source: the Open Molecules 2025 dataset
Level of theory: wB97M-V/def2-TZVPD

Charge: -4
Total energy: -4160.67407 hartree
M: 567.2 g mol⁻¹
Frontier orbital gap: 4.55 eV

```
19
Properties=species:S:1:pos:R:3:forces:R:3:mulliken_charge:R:1
Cd -15.488010 21.641970 19.693160 -0.11 -0.11 -0.03 1.1891
N -11.806310 20.675760 17.042220 3.29 0.33 1.55 0.9261
O -11.731810 20.104030 15.958760 -0.29 -0.66 -1.55 -0.6758
O -12.849470 20.950810 17.575700 -2.78 0.39 0.58 -0.5390
O -10.726440 20.965510 17.661270 -0.25 -0.18 -0.66 -0.6837
N -12.031690 23.271160 21.932770 2.66 1.93 -1.91 0.7839
O -10.879240 22.729130 21.681570 -2.43 0.07 0.96 -0.6249
O -13.019220 23.055040 21.195290 -0.05 -0.80 0.83 -0.4819
O -12.043200 24.273360 22.710850 -0.46 -1.27 0.22 -0.6287
N -19.196780 22.691760 22.251280 -0.72 -1.36 -4.10 0.8740
O -18.333260 22.581300 21.320280 1.42 0.49 1.82 -0.5209
O -18.957930 22.867730 23.443460 0.07 0.22 0.06 -0.6623
O -20.356560 22.527850 21.756510 -0.64 0.55 2.23 -0.6399
N -18.419270 20.471850 16.615280 0.84 1.16 -1.40 1.0140
O -18.661100 21.622370 16.382150 -2.34 3.65 -0.88 -0.6436
O -17.383600 20.292450 17.217760 2.71 -2.60 2.58 -0.6066
O -19.086150 19.581980 16.100880 -1.10 -2.24 -0.11 -0.7147
Br -15.998850 25.008680 17.856880 0.18 -0.69 0.46 -0.7443
I -15.474460 18.504130 21.515290 0.01 1.14 -0.65 -0.6207
```
Positions in Å, forces in eV/Å.



Formula: C16H31N3O4
Source: the Open Molecules 2025 dataset
Level of theory: wB97M-V/def2-TZVPD

Total energy: -1093.50734 hartree
M: 329.4 g mol⁻¹
Frontier orbital gap: 9.65 eV
SMILES: CCCCCCCC[C@@H]1[C@H](CC(=O)O)C(=O)O[C@@H]1CC(N)(N)N

```
54
Properties=species:S:1:pos:R:3:forces:R:3:mulliken_charge:R:1
C -4.136380 3.745740 -1.052714 -0.38 -0.45 0.00 -1.0366
C -4.601741 2.440059 -1.717321 0.25 0.09 0.21 -0.8512
C -3.454937 1.440300 -1.825305 -0.31 -0.07 0.16 -0.5499
C -3.103992 0.836510 -0.458372 0.61 0.27 -0.26 -1.0378
C -1.587460 0.740798 -0.198493 -0.48 -0.56 0.14 1.0462
C -1.164003 1.308515 1.139714 0.36 0.35 -0.12 -1.1333
C 0.338306 1.590573 1.234482 -0.24 -0.41 0.57 -1.0620
C 1.129174 0.342443 1.686621 -0.11 0.36 -0.35 -0.7697
C 2.468617 0.128137 0.992261 -0.19 0.09 0.51 -0.2510
C 2.693833 0.528232 -0.452369 0.82 -0.80 -0.20 0.1949
C 1.673820 0.083314 -1.503428 0.12 0.09 0.58 -0.4492
C 1.233447 1.212141 -2.394491 0.24 1.26 -0.36 0.2088
O 1.694173 2.330335 -2.385208 -0.60 -1.18 0.01 -0.5721
O 0.218483 0.898386 -3.242618 0.38 0.27 0.08 -0.5087
C 4.032385 -0.191624 -0.712586 1.54 0.52 -2.17 -0.2669
O 4.781273 -0.033811 -1.686310 -1.89 -0.53 2.65 -0.6432
O 4.290449 -1.078565 0.280355 0.40 0.11 -0.25 -0.4440
C 3.115493 -1.259695 1.108383 -0.56 1.03 -0.75 0.1742
C 2.418222 -2.472016 0.522680 -0.23 -0.24 0.64 -1.5759
C 1.348678 -3.156901 1.387209 0.06 -1.26 -0.35 0.8108
N 1.571608 -2.921166 2.786537 -0.07 0.59 0.00 -0.5815
N 1.503536 -4.637456 1.126491 0.14 0.81 0.18 -0.7731
N 0.029611 -2.677183 1.029303 0.19 0.58 0.38 -0.4576
H -3.070977 3.874983 -1.182478 0.29 0.26 -0.17 0.2576
H -4.328634 3.724680 0.012834 0.00 0.05 0.29 0.2978
H -4.673075 4.591800 -1.460443 0.01 0.30 -0.06 0.3468
H -5.385764 2.003293 -1.106895 -0.32 -0.14 0.01 0.3537
H -5.039034 2.650609 -2.685908 0.01 0.01 -0.29 0.4359
H -3.685211 0.653839 -2.536434 -0.12 -0.19 -0.17 0.3987
H -2.593572 1.962290 -2.224081 0.28 0.13 -0.15 0.3005
H -3.544669 -0.147196 -0.352873 -0.27 -0.19 0.04 0.3214
H -3.537924 1.462014 0.312778 -0.15 0.14 0.25 0.4911
H -1.317659 -0.313772 -0.230682 0.28 -0.22 -0.03 -0.2745
H -1.030389 1.220233 -0.993259 0.00 0.32 -0.20 -0.1654
H -1.452941 0.630417 1.935376 -0.12 -0.16 0.28 0.2257
H -1.699260 2.235800 1.323755 -0.19 0.23 -0.08 0.6136
H 0.692202 1.997900 0.294121 0.11 0.10 -0.23 0.5649
H 0.463555 2.365043 1.984059 0.23 0.27 0.02 0.3825
H 0.485676 -0.524227 1.631687 -0.02 -0.25 -0.26 0.0442
H 1.350021 0.472546 2.739573 0.00 -0.16 0.32 0.6405
H 3.182863 0.745019 1.537973 0.13 0.22 0.05 0.4096
H 2.884850 1.585750 -0.549120 -0.07 0.31 -0.18 0.9368
H 0.800422 -0.334777 -1.008443 -0.27 0.04 0.06 -0.0081
H 2.089497 -0.720906 -2.099867 0.06 -0.07 -0.45 0.7753
H 0.005023 -0.030562 -3.131743 -0.19 -0.25 -0.05 0.4062
H 3.371060 -1.364881 2.149222 0.52 -0.57 0.14 0.6816
H 3.189550 -3.210549 0.358816 0.27 -0.16 -0.07 0.3289
H 1.986633 -2.262754 -0.448409 -0.03 0.19 -0.27 0.2563
H 2.364219 -3.450491 3.106461 0.13 -0.22 0.18 0.2612
H 0.758253 -3.127015 3.344343 -0.08 -0.12 0.13 0.2516
H 0.955132 -5.128762 1.818358 -0.20 -0.17 0.04 0.2418
H 1.100343 -4.835584 0.220843 0.02 -0.25 -0.19 0.2861
H -0.122079 -2.755184 0.039250 -0.17 -0.15 -0.22 0.2252
H -0.690709 -3.166622 1.536363 -0.21 -0.19 -0.05 0.2416
```
Positions in Å, forces in eV/Å.